Record 1
# C24H40N4O2SbSc

C24H40N4O2SbSc as an isolated structure in a non-equilibrium geometry (ωB97M-V/def2-TZVPD, the Open Molecules 2025 dataset).

```
72
Properties=species:S:1:pos:R:3:lowdin_charge:R:1
H 2.18 1.81 2.14 0.0931
H -1.12 -3.94 0.74 0.0662
H -2.94 2.81 2.70 0.1483
H -3.36 -1.85 1.10 0.1038
H 0.73 -3.89 -2.41 0.0794
C -1.66 -3.64 -0.16 -0.0906
N 3.09 2.26 -0.38 0.0430
H -0.47 -0.44 -3.49 0.0718
H 3.53 -1.60 1.69 0.1036
H -3.80 2.43 -2.88 0.1297
H -1.61 1.55 -2.22 0.1042
H -4.50 3.35 1.26 0.1338
C 2.88 -1.31 0.85 -0.1206
C -3.88 2.96 0.46 0.0300
N 0.13 2.07 2.03 0.0194
O 0.86 2.34 -1.87 -0.0921
H -2.68 -0.69 -1.68 0.0576
H 2.48 -3.88 1.65 0.1043
N -2.21 2.50 2.08 0.1565
Sc 0.36 1.62 -0.11 0.9490
C 0.91 -1.80 2.31 -0.1137
C 1.31 2.08 2.71 -0.1207
H 0.60 -0.75 2.44 0.0542
C -0.97 2.43 2.70 -0.2549
H -2.36 -2.27 -2.40 0.0666
C 0.26 2.73 4.72 0.0013
C 1.30 3.34 -1.18 -0.5926
C -0.93 2.75 4.06 0.0289
C 1.56 -2.07 0.96 -0.6856
H 3.25 3.57 -2.11 0.1395
C -2.61 2.47 0.75 -0.2688
H 3.83 2.43 0.29 0.1068
C -0.02 -1.43 -3.61 -0.1082
H 0.44 -1.46 -4.61 0.1039
C 2.79 3.52 -1.13 -0.0857
C 1.83 -3.57 0.82 -0.0852
H -5.30 3.35 -1.08 0.1341
H 1.93 0.26 -2.79 0.0539
H -2.37 -0.41 0.91 0.0499
C -2.28 1.96 -1.48 -0.1253
C -2.33 -1.50 0.97 -0.1117
H 2.33 -3.83 -0.10 0.0637
H 3.44 1.56 -1.03 0.0893
C -3.50 2.45 -1.85 -0.0124
H 0.92 -4.17 0.89 0.0686
H 0.30 2.98 5.77 0.1344
C -4.32 2.95 -0.84 0.0043
C 1.43 2.39 4.03 -0.0198
H -1.85 3.02 4.57 0.1336
H 3.42 -1.54 -0.07 0.0729
H 3.03 -0.93 -2.06 0.0615
H -0.81 -2.18 -3.61 0.0691
C 1.51 -3.18 -2.68 -0.0920
O 0.59 3.76 -0.24 0.0265
N -1.82 1.97 -0.20 0.0206
H -1.20 -4.12 -1.02 0.0805
C -1.76 -2.13 -0.30 -0.6854
H 2.75 -0.23 0.91 0.0321
H -1.78 -1.77 1.87 0.0616
H -3.68 -2.08 -1.25 0.1035
C -2.65 -1.76 -1.48 -0.1028
H 2.39 -3.38 -2.08 0.0684
Sb 0.23 -1.24 -0.60 1.6036
H 2.67 -0.99 -3.78 0.1058
H 2.40 2.37 4.51 0.1273
H 0.04 -2.43 2.49 0.0716
H 3.05 4.39 -0.54 0.1389
H 1.64 -2.02 3.10 0.1027
C 2.24 -0.78 -2.79 -0.1218
H 1.79 -3.38 -3.72 0.1036
H -2.68 -4.05 -0.07 0.1038
C 1.06 -1.73 -2.57 -0.6907
```

Values from the calculation:
HOMO-LUMO gap   8.31 eV
Charge   +2
Relative energy (zero: lowest compared OMol25 entry of this formula, charge and spin)   30.81 kJ/mol
Highest occupied orbital energy   -14.53 eV

---

Record 2
# C4H5NO

C4H5NO as an isolated structure (ωB97M-V/def2-TZVPD, the Open Molecules 2025 dataset).

```
11
Properties=species:S:1:pos:R:3:lowdin_charge:R:1
C -0.10 0.01 -0.05 -0.3173
O 1.85 1.03 0.28 -0.0277
H 1.86 -1.32 -0.07 0.1752
H -2.18 0.32 0.40 0.0797
C -1.53 -0.41 -0.09 -0.0377
H 0.11 2.03 0.88 0.1342
C 0.50 1.11 0.44 -0.0614
H -1.88 -0.55 -1.12 0.0817
H -1.67 -1.37 0.43 0.0811
C 2.12 -0.10 -0.45 -0.1575
N 0.93 -0.74 -0.66 0.0497
```

Values from the calculation:
HOMO-LUMO gap   10.46 eV
Relative energy (zero: lowest compared OMol25 entry of this formula, charge and spin)   337.98 kJ/mol
Highest occupied orbital energy   -9.60 eV

---

Record 3
# C9H9N

A 2-piece molecular cluster, C9H9N overall in a non-equilibrium geometry (ωB97M-V/def2-TZVPD, the Open Molecules 2025 dataset).

```
19
Properties=species:S:1:pos:R:3:lowdin_charge:R:1
H -1.84 0.63 0.24 0.0864
C 1.16 0.20 -3.60 -0.0716
H -2.22 -1.70 -0.57 0.0947
C -1.66 -1.19 -1.29 -0.1453
C 0.77 -0.32 -2.59 -0.0113
H 1.96 -1.21 0.48 0.1214
C -0.89 0.50 0.74 0.0031
H -1.63 -1.73 -2.16 0.0520
N -0.38 -1.22 -0.83 0.0093
C 0.00 -0.51 0.26 -0.3023
H 0.92 1.81 3.22 0.0658
C 1.49 0.17 2.01 -0.0900
H 1.73 0.73 -4.29 -0.0247
H -1.87 -0.08 -1.50 0.1332
C 1.23 -0.53 0.90 -0.0360
H -1.32 2.00 2.21 0.0913
H 2.44 -0.08 2.46 0.1108
C 0.69 1.20 2.46 -0.0513
C -0.58 1.33 1.85 -0.0355
```

Values from the calculation:
HOMO-LUMO gap (alpha / beta)   9.14 / 7.19 eV
2S+1   3
Relative energy (zero: lowest compared OMol25 entry of this formula, charge and spin)   59.21 kJ/mol
Highest occupied orbital energy (alpha / beta)   -8.20 / -9.42 eV

---

Record 4
# C4H8I2

A 2-piece molecular cluster, C4H8I2 overall in a non-equilibrium geometry (ωB97M-V/def2-TZVPD, the Open Molecules 2025 dataset).

```
14
Properties=species:S:1:pos:R:3:lowdin_charge:R:1
H -0.78 -2.13 -0.83 0.0401
H 0.92 1.30 -0.10 0.0955
H -1.31 2.85 0.31 0.0492
I 3.06 -3.22 0.61 0.3685
C -0.45 -0.48 0.35 -0.8164
H -2.02 1.28 -0.24 0.0538
H 0.03 1.36 1.42 0.0691
C -1.18 1.93 -0.18 -0.0925
C -0.01 1.04 0.39 -0.2745
C -0.54 -1.06 -0.87 -0.0917
H -0.15 -0.50 -1.76 0.0863
H 4.56 -3.10 0.07 -0.3616
I -1.28 -1.44 2.03 0.8064
H -0.85 2.16 -1.20 0.0679
```

Values from the calculation:
HOMO-LUMO gap   9.54 eV
SMILES string   C=C(I)CC.I
Relative energy (zero: lowest compared OMol25 entry of this formula, charge and spin)   157.81 kJ/mol
Highest occupied orbital energy   -9.03 eV

---

Record 5
# C5H11NO

A 3-piece molecular cluster, C5H11NO overall in a non-equilibrium geometry (ωB97M-V/def2-TZVPD, the Open Molecules 2025 dataset).

```
18
Properties=species:S:1:pos:R:3:lowdin_charge:R:1
N -0.64 1.20 -0.30 0.1858
H -3.17 1.83 -0.59 0.0088
C 1.61 -0.61 0.84 -0.3214
H 2.61 -0.54 1.28 0.1028
H 1.01 -1.22 1.53 0.1041
C -1.05 0.54 0.64 -0.5068
H -0.29 1.26 -1.24 0.1400
H -2.51 0.65 -1.83 0.0036
H 0.93 1.27 1.76 0.0759
O -1.46 0.15 1.67 0.1908
H 2.17 -2.28 -0.43 0.0689
C 1.69 -1.30 -0.52 -0.1214
C 1.09 0.80 0.78 -0.1153
H 1.61 1.46 0.10 0.0687
H 0.69 -1.47 -0.95 0.0656
C -2.69 0.88 -0.79 -0.0300
H 2.26 -0.70 -1.23 0.0709
H -3.12 0.05 -0.24 0.0090
```

Values from the calculation:
HOMO-LUMO gap (alpha / beta)   7.24 / 7.54 eV
Relative energy (zero: lowest compared OMol25 entry of this formula, charge and spin)   678.36 kJ/mol
Highest occupied orbital energy (alpha / beta)   -6.51 / -6.83 eV

---

Record 6
# C5H10

A 2-piece molecular cluster, C5H10 overall in a non-equilibrium geometry (ωB97M-V/def2-TZVPD, the Open Molecules 2025 dataset).

```
15
Properties=species:S:1:pos:R:3:lowdin_charge:R:1
C -6.60 2.76 -0.40 -0.0939
H 5.75 -0.90 -0.35 0.0422
C -6.22 3.87 -1.01 -0.0804
H 2.70 -3.45 0.99 0.0631
H 4.40 -3.71 0.72 0.0728
H 5.92 -1.23 1.46 0.0420
H -5.96 4.70 -0.37 0.0428
C 3.97 -1.70 0.42 -0.2269
H -5.90 3.88 -2.04 0.0463
C 3.54 -3.13 0.37 -0.1276
H -6.57 2.60 0.68 0.0427
H -7.00 1.83 -0.79 0.0426
H 3.30 -0.83 0.42 0.0898
H 3.36 -3.42 -0.67 0.0799
C 5.30 -1.28 0.57 -0.0353
```

Values from the calculation:
HOMO-LUMO gap   7.40 eV
SMILES string   C=CC.C=C
Relative energy (zero: lowest compared OMol25 entry of this formula, charge and spin)   522.87 kJ/mol
Highest occupied orbital energy   -7.36 eV

---

Record 7
# C14H28O28S7

C14H28O28S7 as an isolated structure in a non-equilibrium geometry (ωB97M-V/def2-TZVPD, the Open Molecules 2025 dataset).

```
77
Properties=species:S:1:pos:R:3:lowdin_charge:R:1
O -1.78 -0.16 0.41 -0.1576
H -0.23 -3.13 2.33 0.1204
S 5.98 -1.17 -1.98 0.7502
O 0.92 4.52 -2.64 -0.2637
C -2.37 0.37 6.64 -0.2902
O -1.45 3.84 -0.82 -0.2721
H -4.21 7.06 -1.05 0.1401
O 6.82 -0.85 -0.81 -0.2398
H -0.31 6.12 -6.49 0.1389
C -1.28 -4.39 3.85 -0.1784
H -3.18 -0.15 6.13 0.1324
C -3.25 6.74 -0.64 -0.2317
S 0.88 -4.99 5.01 0.7708
C -0.19 -3.48 3.36 -0.2894
H -4.40 5.89 1.03 0.1537
O -2.92 -4.76 -1.98 -0.2411
O -0.08 -0.51 2.25 -0.1720
C -1.21 -3.31 -2.64 -0.1545
C -3.60 5.65 0.34 -0.2782
C -0.52 5.90 -5.44 -0.1181
O -0.72 -5.44 4.63 -0.1741
H 6.32 -2.45 -4.88 0.1302
H -1.94 -3.87 4.55 0.1286
S -2.65 4.40 -1.51 0.8509
O 0.92 -3.95 5.95 -0.2011
H -0.39 0.96 5.95 0.1319
S -1.62 -5.58 -1.35 0.7463
H -3.44 -3.21 -3.20 0.1352
H 7.88 -2.72 -4.12 0.1458
C 5.94 -3.47 -3.17 -0.1735
O -2.12 -0.28 7.75 -0.1461
O -2.58 6.10 -1.63 -0.1651
H -1.46 4.17 -4.30 0.0928
H -1.40 4.03 -6.05 0.1426
H 5.06 -3.78 -3.72 0.1362
H -0.01 -2.56 3.91 0.0976
C -1.17 0.25 5.68 -0.1850
O -1.98 -2.79 7.35 -0.2347
H -0.83 -2.30 -2.48 0.1095
H -0.03 1.99 -1.30 0.1600
O 0.34 3.80 -4.94 -0.1983
C -2.73 -3.36 -2.39 -0.1182
S 1.30 4.73 -4.03 0.7023
H -2.69 1.37 6.91 0.1460
H 6.56 -4.30 -2.83 0.1412
C -0.87 4.42 -5.18 -0.2083
O -1.89 -6.02 0.00 -0.2220
H 1.41 2.45 -0.58 0.1850
O 0.52 6.06 -4.48 -0.2022
O 0.02 -1.71 8.24 -0.2095
H -1.42 0.38 4.62 0.1209
O -1.07 -6.52 -2.30 -0.2325
O 6.83 -1.23 -3.37 -0.1707
H -2.73 5.48 0.97 0.1274
C 1.25 0.17 -0.96 -0.0860
S -0.37 0.03 0.92 0.8469
O 0.93 -4.22 3.51 -0.1895
H -0.91 -3.79 -3.57 0.1303
H 2.33 0.12 -0.83 0.1872
C 6.83 -2.51 -3.92 -0.1979
O 0.69 -0.77 -0.12 -0.0311
O 4.74 -0.37 -2.04 -0.2970
O -0.71 -4.12 -1.52 -0.2589
H 1.19 -0.15 -2.00 0.1799
O -3.13 3.90 -2.81 -0.2391
H -1.74 -4.75 2.94 0.1305
O 5.63 -2.79 -1.98 -0.1952
H -3.01 -2.72 -1.55 0.1186
O -3.90 4.56 -0.38 -0.1567
O 1.74 -6.17 5.14 -0.2186
O 0.24 1.54 0.61 -0.0680
O -0.80 -1.07 5.87 -0.2086
O 2.65 4.87 -4.57 -0.2123
S -1.15 -1.60 7.41 0.7383
H -1.39 6.45 -5.08 0.1355
C 0.72 1.60 -0.61 -0.1656
H -2.79 7.55 -0.07 0.1486
```

Values from the calculation:
HOMO-LUMO gap (alpha / beta)   8.35 / 1.85 eV
2S+1   2
Charge   +1
Relative energy (zero: lowest compared OMol25 entry of this formula, charge and spin)   113.95 kJ/mol
Highest occupied orbital energy (alpha / beta)   -12.36 / -12.36 eV

---

Record 8
# C40H38N6O6PbSSeSi

C40H38N6O6PbSSeSi as an isolated structure (ωB97M-V/def2-TZVPD, the Open Molecules 2025 dataset).

```
94
Properties=species:S:1:pos:R:3:lowdin_charge:R:1
C 3.16 -1.25 -4.01 -0.0847
H -1.49 0.32 -2.52 0.1179
H 6.71 0.02 0.57 0.0060
H -0.40 -0.50 5.92 0.0814
H -5.37 0.28 0.08 0.1063
C -4.90 -1.60 1.05 -0.0793
C 2.44 -0.08 -3.95 -0.0162
H -2.04 -0.86 -4.65 0.1174
H 0.09 6.46 -1.73 0.0822
N 0.46 -2.67 0.50 0.0747
C -0.75 -2.71 -1.57 -0.1941
C -2.99 1.40 -0.22 -0.5162
H 4.71 3.56 2.15 0.0104
C -1.03 -3.44 -2.72 0.0365
O -0.65 -4.46 -5.43 -0.0663
Se 3.39 0.07 1.52 0.0628
H 5.70 2.26 2.83 0.0074
H -0.87 -4.51 -2.76 0.1191
C 0.40 0.90 4.50 -0.7376
C 0.32 0.30 5.78 -0.1347
C 0.33 4.33 -1.77 -0.0389
H 3.68 -1.54 -4.92 0.0931
C 1.13 0.71 6.81 -0.0423
C 0.67 -4.54 1.95 -0.0024
H 1.06 0.25 7.79 0.1070
C 2.06 1.74 6.64 -0.1745
O -3.94 1.97 -0.78 -0.0255
H -1.18 -5.31 -0.75 0.1152
H -5.92 -1.96 1.10 0.0944
H 7.07 1.49 -0.36 0.0068
C -1.37 -0.76 -2.61 -0.0924
C 2.59 -1.62 -1.73 -0.1637
H 6.05 0.22 -1.06 0.0062
O 2.87 1.58 8.87 0.0610
H -4.04 -3.32 2.04 0.0916
H 2.35 0.60 -4.79 0.1056
S -0.71 0.45 3.26 0.4634
O -0.46 -7.51 0.25 -0.0616
H 1.06 -4.96 2.87 0.1121
H 3.66 2.08 -1.58 0.0045
H 1.21 4.36 -2.40 0.1043
H -1.75 -2.38 1.94 0.0891
C 5.45 2.79 1.90 -0.2541
N -1.74 1.79 -0.10 -0.0162
C -3.28 0.05 0.42 -0.1897
H -0.67 -8.42 0.48 0.0799
N -0.90 -1.38 -1.54 0.0801
O 0.86 2.17 -3.82 -0.0255
C -1.48 -2.78 -3.86 -0.1972
C -1.67 -1.41 -3.79 0.0139
H -2.85 4.19 0.41 0.1073
H 3.81 -2.97 -2.86 0.0923
C 0.93 -3.22 1.61 -0.1084
C 1.79 0.27 -2.76 -0.2121
C -2.58 -1.85 1.50 -0.1714
Si 4.74 1.58 0.61 -0.0242
O 3.67 3.23 7.65 0.0777
H -1.49 -6.73 1.87 0.1257
N 0.52 1.89 -1.54 -0.0123
C 2.87 2.14 7.79 -0.5010
N -2.29 -0.69 0.91 -0.0008
C 1.38 1.89 4.32 -0.1316
H -1.93 6.38 -0.29 0.0819
H 1.53 -2.57 2.24 0.1036
C -0.14 3.10 -1.32 -0.2367
H 1.51 2.32 3.33 0.0842
C -0.48 -6.72 1.43 -0.2126
H 3.21 3.28 -0.38 0.0211
H -2.61 -4.18 -5.03 0.1237
C 6.30 0.75 -0.13 -0.2582
C -0.26 -3.39 -0.35 -0.2187
C 4.04 2.68 -0.76 -0.2266
C 3.25 -2.05 -2.87 -0.0718
C -0.11 -5.30 1.09 -0.1944
H 6.35 3.29 1.53 0.0069
N 1.87 -0.50 -1.68 0.0438
C -3.86 -2.36 1.58 -0.0706
H 3.58 3.57 6.75 0.0709
Pb 0.20 0.30 0.41 1.1368
C -1.32 3.05 -0.54 -0.2359
H 4.81 3.35 -1.15 0.0205
H 2.65 -2.18 -0.81 0.0793
C -0.57 -4.72 -0.08 0.0391
H 2.93 3.06 5.14 0.1020
C -4.61 -0.37 0.48 -0.0094
C -0.31 5.51 -1.40 -0.1269
H 0.18 -4.00 -5.25 0.0896
C -1.95 4.24 -0.19 -0.0344
H -1.88 -2.86 -5.96 0.1144
C -1.72 -3.56 -5.13 -0.2149
C -1.44 5.46 -0.60 -0.1278
C 2.18 2.30 5.36 -0.0396
C 1.00 1.57 -2.73 -0.5345
H 0.22 -7.12 2.17 0.1172
```

Values from the calculation:
HOMO-LUMO gap   4.87 eV
Charge   -2
Highest occupied orbital energy   -1.71 eV